# 1
The following is a quantum chemistry calculation of a structure of composition C59H51Cl2GeN3O6Ta, from the OMol25 dataset.

```
123
Properties=species:S:1:pos:R:3:forces:R:3
Ta -0.455 -0.131 -0.313 -2.29 -0.16 0.15
Ge 0.205 1.216 -5.237 -0.07 0.02 -0.01
Cl 0.863 -4.765 -1.522 -0.14 0.01 -0.04
Cl -4.373 -5.694 -2.296 0.01 0.03 0.06
O 1.960 -0.048 1.400 0.29 0.00 -0.26
O -1.089 -0.296 -2.484 0.08 0.20 0.62
O -1.726 1.386 -1.297 0.38 -0.59 -0.18
O 1.148 0.492 -0.832 1.31 0.40 -0.60
O -0.066 -2.022 -0.695 -0.37 -0.30 -0.03
O 4.425 1.567 -2.120 0.03 -0.10 -0.16
N -0.806 -1.189 1.815 -0.07 0.12 -0.51
N -2.550 -1.230 -0.486 0.31 -0.06 -0.11
N -0.821 1.363 1.167 0.00 -0.23 -0.22
C 1.773 -0.803 -9.217 -0.02 0.03 0.06
C 0.441 -0.956 -8.854 0.01 0.02 0.03
C 2.218 2.549 2.003 0.07 0.00 -0.01
C 0.344 3.149 -5.331 0.01 0.24 -0.05
C -3.580 -1.748 2.789 0.14 -0.10 0.12
C 1.171 -3.339 1.716 -0.09 0.09 0.36
C 3.037 0.558 0.647 -0.04 0.24 0.02
C -0.896 -0.346 2.792 -0.08 -0.12 0.25
C 3.187 0.925 -2.146 -0.30 0.17 0.05
C -0.750 -4.902 2.037 0.02 -0.13 0.03
C 4.251 4.171 1.055 -0.01 -0.03 -0.02
C -3.842 -1.691 4.300 -0.01 0.05 0.00
C -2.359 -2.506 -0.944 -0.11 0.46 0.23
C -0.305 -3.592 1.919 0.09 0.03 -0.08
C 2.156 0.535 -7.253 -0.08 -0.06 -0.06
C 4.352 -0.149 1.022 -0.06 -0.01 0.05
C -3.422 -3.334 -1.309 -0.31 -0.03 -0.01
C -2.559 -2.811 2.436 0.02 0.11 -0.06
C -4.896 -1.520 -0.743 -0.18 0.02 0.03
C -1.040 2.164 3.271 -0.04 0.34 0.25
C 4.160 2.853 0.634 0.00 -0.01 0.00
C 2.320 -1.415 -2.711 0.15 0.07 0.16
C 2.251 1.378 -3.208 0.14 0.05 0.16
C -0.924 2.720 1.099 -0.09 -0.11 0.05
C 6.711 -1.411 1.890 -0.03 0.00 0.00
C 1.453 -0.891 -3.577 -0.06 0.30 -0.08
C -1.722 0.810 -4.985 0.03 0.03 0.64
C 5.596 -1.369 2.714 -0.01 0.02 -0.06
C -4.724 -2.801 -1.187 -0.03 -0.12 -0.08
C 5.497 -0.152 0.225 0.00 0.01 -0.04
C 2.315 3.871 2.429 -0.02 -0.04 0.02
C 3.158 -0.565 -1.841 -0.43 -0.03 -0.10
C 1.857 -2.962 3.037 -0.09 -0.09 0.03
C -1.700 0.808 -2.448 0.45 0.00 0.10
C 4.436 -0.732 2.288 0.08 0.08 0.04
C 6.660 -0.779 0.655 -0.01 -0.02 0.04
C -3.772 -0.756 -0.403 0.06 0.08 0.13
C 0.815 0.394 -6.879 0.02 -0.12 -0.18
C -2.312 1.398 -3.678 0.24 -0.07 -0.27
C -1.815 -5.045 -1.841 0.19 -0.16 0.00
C 1.383 0.561 -3.817 0.02 -0.36 -0.06
C 0.321 5.943 -5.528 0.02 -0.05 -0.03
C -3.107 -4.633 -1.782 -0.13 -0.05 -0.03
C 2.555 0.441 -0.851 0.07 -0.42 -0.01
C 2.632 -0.056 -8.416 -0.05 0.00 0.03
C -1.229 -2.547 2.072 0.31 -0.05 -0.04
C 3.323 4.690 1.951 0.03 0.02 -0.01
C 0.210 5.334 -4.283 0.01 -0.05 -0.03
C 0.471 3.777 -6.574 -0.01 0.06 0.13
C 0.461 5.165 -6.672 0.00 -0.06 0.04
C -1.014 -2.922 -1.027 0.38 0.75 0.15
C -2.965 -4.141 2.532 -0.02 -0.09 0.02
C 3.128 2.031 1.089 -0.13 -0.01 0.04
C -1.070 3.247 2.370 -0.02 0.02 0.14
C -2.080 -5.184 2.316 -0.03 0.01 0.04
C 0.220 3.947 -4.187 -0.02 0.06 -0.12
C -0.764 -4.186 -1.452 0.31 -0.47 -0.19
C -0.878 1.026 2.506 0.03 0.20 -0.18
C -0.036 -0.358 -7.691 0.11 0.02 -0.03
H 5.630 -1.819 3.700 -0.02 0.03 -0.06
H -1.577 -6.040 -2.191 0.02 0.03 0.00
H 0.303 7.025 -5.607 0.02 -0.08 0.01
H 3.606 -0.656 2.983 0.10 0.01 -0.07
H 4.076 -1.011 -1.495 0.06 0.00 0.09
H -3.875 0.265 -0.054 0.01 0.01 -0.01
H 0.834 -1.545 -4.183 0.05 0.04 0.01
H 1.598 4.253 3.148 0.06 -0.05 -0.08
H 7.534 -0.767 0.014 -0.06 -0.02 0.02
H -2.231 1.260 -5.839 -0.04 -0.02 0.03
H 2.934 -2.859 2.896 -0.05 -0.02 0.02
H -5.575 -3.413 -1.458 0.04 0.02 0.01
H 2.144 -1.267 -10.124 -0.02 0.03 0.05
H 5.064 4.791 0.693 -0.05 -0.03 0.03
H -0.909 3.236 0.149 0.02 -0.10 0.13
H -5.883 -1.085 -0.650 0.07 -0.03 0.00
H 5.506 0.343 -0.736 0.00 -0.03 0.10
H 3.673 0.061 -8.697 -0.09 -0.01 0.02
H -4.218 -2.649 4.666 0.05 0.07 -0.01
H 7.614 -1.919 2.210 -0.07 0.08 -0.01
H 0.118 5.941 -3.389 -0.01 -0.04 -0.05
H -4.515 -1.980 2.282 -0.09 0.00 -0.07
H -3.266 -0.765 2.448 0.00 0.10 -0.12
H 1.448 1.908 2.408 0.03 0.08 -0.03
H -3.391 1.227 -3.589 0.01 0.00 -0.09
H 3.398 5.719 2.285 0.01 -0.09 -0.03
H 2.460 -2.487 -2.645 -0.05 0.05 0.04
H 2.226 -0.953 1.598 0.00 -0.09 0.02
H -1.053 -0.697 3.810 0.00 0.00 -0.02
H 4.311 2.475 -2.422 -0.02 0.05 0.05
H 0.562 5.639 -7.643 -0.02 -0.03 0.08
H -1.885 -0.268 -5.019 -0.02 0.03 -0.02
H -1.186 4.295 2.612 0.02 -0.15 -0.03
H 4.915 2.462 -0.034 -0.07 0.02 0.05
H -0.228 -1.540 -9.477 0.06 0.05 0.05
H 0.579 3.174 -7.473 -0.01 0.08 0.08
H -2.926 -1.463 4.854 -0.09 -0.04 -0.03
H 2.322 2.429 -3.493 -0.02 -0.08 0.12
H -0.034 -5.713 1.920 -0.12 0.13 -0.01
H 2.834 1.112 -6.628 -0.04 -0.05 -0.05
H 1.314 -2.563 0.968 0.06 -0.07 -0.05
H 1.631 -4.244 1.323 0.01 -0.01 -0.05
H -4.582 -0.922 4.536 0.07 -0.08 -0.02
H -1.080 -0.482 -7.420 0.08 0.00 -0.04
H 0.134 3.486 -3.205 0.00 0.03 -0.05
H -1.124 2.201 4.352 0.00 0.01 -0.21
H -2.166 2.479 -3.636 -0.07 0.01 0.07
H 1.690 -3.736 3.790 0.00 0.08 -0.05
H -3.999 -4.354 2.796 0.13 0.03 -0.05
H 1.466 -2.019 3.440 0.04 -0.12 -0.03
H -2.418 -6.212 2.398 0.04 0.11 -0.03
```
Forces are in eV/Å.

DFT total energy (a.u.): -5948.92468
Energy relative to the best compared isomer or geometry (same formula, charge and spin) (kcal/mol): 46.7
Spin multiplicity: 1
Net charge: +1

Here are the Löwdin charges for atoms 1 to 99, given in e: Ta 2.058; Ge 1.017; Cl 0.780; Cl 0.736; O -0.057; O -0.057; O -0.105; O -0.221; O -0.252; O 0.032; N 0.009; N 0.024; N -0.108; C -0.081; C -0.082; C -0.019; C -0.273; C -0.207; C -0.201; C -0.243; C -0.071; C -0.326; C -0.030; C -0.066; C -0.073; C -0.149; C -0.181; C -0.105; C -0.114; C -0.153; C -0.169; C -0.019; C -0.007; C -0.021; C -0.028; C -0.004; C -0.120; C -0.072; C -0.095; C -0.227; C -0.064; C 0.017; C -0.038; C -0.068; C -0.048; C -0.068; C -0.577; C -0.036; C -0.054; C -0.099; C -0.288; C -0.131; C -0.095; C -0.244; C -0.082; C -0.593; C -0.208; C -0.078; C -0.171; C -0.079; C -0.082; C -0.093; C -0.075; C -0.337; C -0.034; C -0.109; C -0.071; C -0.050; C -0.129; C -0.551; C -0.338; C -0.103; H 0.111; H 0.116; H 0.106; H 0.114; H 0.139; H 0.131; H 0.116; H 0.102; H 0.112; H 0.081; H 0.062; H 0.105; H 0.106; H 0.107; H 0.116; H 0.120; H 0.097; H 0.106; H 0.078; H 0.109; H 0.104; H 0.108; H 0.086; H 0.088; H 0.135; H 0.106; H 0.093

# 2
The following is a quantum chemistry calculation of a structure of composition C59H52AsLuN2P, from the OMol25 dataset.

```
116
Properties=species:S:1:pos:R:3:forces:R:3
Lu 0.417 1.487 0.336 -0.15 -0.73 0.78
As -0.894 -1.155 -2.219 -0.59 -0.34 0.20
P -0.062 1.027 3.296 1.08 0.14 0.30
N -1.546 1.959 -0.293 -1.45 0.69 -0.07
N -2.617 0.965 -0.073 0.77 -1.20 0.95
C -0.310 -1.569 6.458 0.15 0.41 -0.55
C -3.452 2.519 1.700 -1.08 -0.29 -1.05
C 2.190 5.732 2.712 0.91 0.83 0.12
C 0.705 -5.476 -0.723 -0.10 -0.16 1.07
C -2.872 0.579 -3.239 -0.55 1.06 -0.59
C 0.388 -2.200 -3.259 -0.40 -0.63 -0.60
C -4.185 -3.526 -0.998 -1.38 -0.14 -0.45
C 1.398 -4.349 0.023 0.38 -0.33 -0.56
C -3.554 -0.736 2.021 1.23 -1.54 1.33
C 0.317 4.463 5.591 -0.34 -1.00 0.80
C 2.572 2.135 -2.460 -0.45 -0.16 -0.44
C 2.642 -2.268 1.319 0.39 0.29 -1.21
C 2.405 -3.373 -4.767 -0.54 -0.67 -0.62
C 1.921 -0.760 6.428 0.04 -0.09 0.08
C -2.828 2.001 -5.241 0.43 -0.18 0.30
C 1.831 2.503 -3.639 -0.63 -0.19 0.72
C 1.294 -4.161 -4.428 -0.58 1.96 0.94
C -1.695 -0.011 -3.617 1.12 -0.58 0.03
C 1.987 4.170 0.871 0.10 0.13 -0.07
C -2.977 -2.874 -3.385 0.23 1.21 -0.47
C -1.796 0.883 2.896 -1.02 0.88 -0.12
C -3.441 1.556 -4.061 0.35 0.46 -0.09
C 4.581 2.874 -3.583 0.71 0.93 -0.89
C 0.322 0.073 4.845 -0.65 1.12 -0.53
C -4.158 -3.577 -3.410 -0.88 -0.77 0.07
C 3.987 2.313 -2.476 0.15 -0.08 -0.42
C -2.228 -0.422 2.560 -1.07 0.09 -0.55
C -1.965 3.278 -0.102 -0.15 -0.41 1.09
C 4.052 -1.745 -0.739 0.93 0.76 -1.15
C 2.496 -2.042 -4.421 0.90 1.05 -0.12
C -4.341 0.046 1.275 -1.10 -0.04 -0.37
C 1.698 -3.002 2.009 -0.26 -1.08 0.29
C 1.487 -1.455 -3.664 0.77 0.40 0.65
C 2.393 -3.622 -0.649 -0.22 0.03 -0.10
C 1.001 3.617 3.002 0.24 0.12 -1.07
C 3.786 3.349 -4.686 1.39 -0.75 0.92
C 1.066 -4.049 1.330 -0.12 -0.06 -0.41
C -3.088 -2.705 -1.007 1.19 -0.01 1.22
C 0.284 2.743 3.856 -0.39 0.05 0.50
C 0.272 -3.554 -3.665 0.76 0.40 -0.04
C -1.616 1.384 -5.585 0.10 0.36 -0.57
C 1.257 3.241 1.600 0.20 1.11 0.52
C -3.832 1.330 0.718 1.00 1.02 -0.05
C -0.113 3.192 5.096 0.62 0.57 0.47
C -2.397 2.106 2.676 0.66 0.25 -0.10
C 1.424 4.880 3.525 0.00 -0.62 -0.19
C 3.023 -2.535 -0.029 -1.63 -0.92 0.61
C 0.991 -1.653 6.921 -0.79 0.85 -0.58
C 1.590 0.105 5.410 0.10 -0.62 -0.60
C 2.406 3.137 -4.707 0.05 0.10 -0.72
C 1.845 1.623 -1.407 0.39 -0.09 0.10
C 1.144 5.239 4.850 -0.61 -0.38 -0.29
C -0.673 -0.667 5.446 0.70 -0.96 0.95
C -2.443 -2.390 -2.186 0.36 -0.07 -0.44
C -1.078 0.365 -4.807 0.22 -0.12 -0.31
C -4.754 -3.938 -2.206 0.22 -0.15 0.86
C 2.500 5.388 1.456 -0.27 -1.59 -1.46
C -2.901 3.646 0.813 0.42 -0.17 -0.42
C 1.418 -2.890 3.495 -1.31 0.33 -1.22
H -4.281 2.100 -3.671 -0.49 0.02 -0.06
H -3.881 -1.783 2.278 0.13 0.98 -0.44
H -5.639 -4.564 -2.138 -0.03 0.18 -0.37
H -0.585 -4.141 -3.354 -0.03 0.09 -0.09
H -0.162 -0.113 -5.182 -0.32 0.22 0.49
H -1.882 3.005 2.989 0.30 -0.22 0.30
H 5.720 3.027 -3.637 -1.92 -0.32 0.15
H -4.687 -3.851 -4.329 0.55 0.11 0.14
H 1.161 -5.168 -4.759 0.20 -0.50 -0.14
H -2.687 -2.396 -0.031 -0.12 0.24 -0.52
H 1.555 6.133 5.251 0.25 0.75 0.22
H 2.364 0.667 4.926 0.31 0.49 -0.07
H -4.568 1.719 0.038 -0.37 0.31 -0.40
H -5.308 -0.344 0.868 0.88 0.41 0.57
H 3.189 5.956 0.863 0.11 0.53 -0.22
H 1.814 -3.730 4.005 0.63 -0.91 0.49
H 2.920 -0.806 6.797 0.66 0.14 0.20
H -1.018 -2.265 6.835 -0.74 -0.34 0.36
H -4.380 2.855 2.179 0.10 -0.09 0.07
H 3.382 -1.411 -4.740 -1.14 -0.94 0.42
H -1.397 4.040 -0.614 0.15 0.09 -0.36
H -3.288 0.398 -2.261 -0.16 -0.12 0.19
H 4.576 1.950 -1.649 0.03 0.06 0.18
H -0.258 -5.108 -1.068 -0.08 -0.03 -0.48
H 1.231 -2.352 7.671 0.37 -0.73 0.72
H 0.459 -6.331 -0.061 0.28 0.44 -0.19
H -2.199 0.236 0.582 -0.28 0.92 -1.26
H -0.656 2.562 5.788 -0.16 -0.17 -0.16
H 4.943 -2.390 -0.919 -0.45 0.56 -0.02
H 2.596 -3.935 -1.692 0.14 0.49 0.63
H 0.285 -4.667 1.776 0.22 0.28 0.29
H -1.686 -0.601 5.122 -0.53 -0.04 -0.34
H -2.543 -2.515 -4.321 -0.02 -0.31 0.17
H 3.772 -1.239 -1.715 -0.13 -1.09 0.92
H -3.112 4.730 0.911 -0.16 -0.91 0.16
H 1.811 -2.002 3.930 0.22 0.69 0.31
H -4.718 -3.725 -0.066 0.32 -0.12 -0.17
H 3.099 -1.421 1.790 0.33 0.34 0.40
H 1.335 -5.847 -1.527 -0.21 0.07 -0.24
H 0.765 2.253 -3.594 0.31 0.29 -0.24
H -1.000 1.718 -6.439 -0.66 -0.15 0.30
H 1.644 -0.429 -3.265 -0.30 -0.63 -0.49
H 2.198 3.994 -0.214 -0.09 0.13 0.99
H 2.654 6.659 3.066 -0.46 -0.28 0.40
H -1.638 -1.215 2.963 0.12 -0.64 0.12
H 4.368 3.746 -5.506 -0.41 0.24 -0.23
H 3.145 -3.791 -5.422 0.44 -0.23 -0.09
H -3.225 2.859 -5.825 0.26 -0.80 0.51
H 4.351 -0.889 -0.149 0.33 0.11 0.46
H 0.324 -2.944 3.663 0.49 0.28 -0.03
H 0.077 4.747 6.628 0.00 -0.18 -0.58
H 1.785 3.422 -5.580 0.53 -0.16 0.64
```
Forces are in eV/Å.

DFT total energy (a.u.): -6201.41921
Energy relative to the best compared isomer or geometry (same formula, charge and spin) (kcal/mol): 68.9
Spin multiplicity: 1
Net charge: -1

Here are the Löwdin charges for atoms 1 to 99, given in e: Lu 1.385; As 1.346; P 1.049; N -0.276; N -0.066; C -0.076; C -0.259; C -0.080; C -0.054; C -0.128; C -0.396; C -0.095; C -0.268; C -0.182; C -0.081; C -0.427; C -0.012; C -0.114; C -0.103; C -0.090; C -0.075; C -0.080; C -0.392; C -0.151; C -0.133; C -0.494; C -0.076; C -0.105; C -0.370; C -0.097; C -0.079; C -0.223; C -0.239; C -0.067; C -0.102; C -0.114; C -0.252; C -0.170; C -0.017; C -0.198; C -0.105; C -0.027; C -0.126; C -0.345; C -0.099; C -0.114; C -0.241; C -0.299; C -0.078; C -0.096; C -0.182; C -0.262; C -0.100; C -0.116; C -0.108; C -0.090; C -0.060; C -0.088; C -0.386; C -0.124; C -0.096; C -0.106; C -0.093; C -0.035; H 0.093; H 0.101; H 0.095; H 0.084; H 0.097; H 0.075; H 0.118; H 0.104; H 0.089; H 0.092; H 0.097; H 0.106; H 0.112; H 0.097; H 0.087; H 0.070; H 0.093; H 0.089; H 0.123; H 0.127; H 0.084; H 0.077; H 0.098; H 0.065; H 0.085; H 0.081; H 0.048; H 0.104; H 0.091; H 0.115; H 0.121; H 0.091; H 0.107; H 0.082; H 0.087

> Number 2 is which compound?

C59H52AsLuN2P